Formula: C28H42O21
Source: the Open Molecules 2025 dataset
Level of theory: wB97M-V/def2-TZVPD

Positions of all 91 atoms, in Å:
C 2.7189 2.8508 -6.2945
C 1.8046 1.6399 -6.0706
C 0.6265 1.9005 -5.2095
O -0.2675 0.9847 -5.9087
C 0.0931 0.8124 -7.1696
O -0.5039 0.2549 -8.0615
O 1.2592 1.3469 -7.3226
H 3.2149 2.9858 -5.3318
H 2.1182 3.7351 -6.5027
H 3.5057 2.5987 -7.0036
H 2.4317 0.8473 -5.6594
H 0.2328 2.9129 -5.3099
H 0.7866 1.6928 -4.1532
C -3.3277 5.7595 4.6074
C -3.4993 5.0482 3.2383
C -2.9475 5.7894 2.0486
O -2.3479 4.8165 1.2324
C -2.0130 3.7040 2.0306
O -1.1867 2.8373 1.8096
O -2.6119 3.8514 3.1921
H -2.3848 6.2993 4.6924
H -3.4180 5.0550 5.4335
H -4.0938 6.5218 4.7537
H -4.5244 4.7161 3.0792
H -2.2118 6.5599 2.2815
H -3.7759 6.2524 1.5119
C -5.3968 -4.7579 -0.3013
C -4.3103 -4.6293 0.7662
C -4.4318 -3.2704 1.5907
O -4.2155 -3.7785 2.8705
C -4.4772 -5.0830 2.9882
O -4.4556 -5.6527 4.0636
O -4.7194 -5.5372 1.7976
H -6.3909 -4.5464 0.0882
H -5.2545 -5.7442 -0.7437
H -5.1919 -4.0829 -1.1338
H -3.3533 -4.9078 0.3273
H -5.3991 -2.7691 1.6268
H -3.5943 -2.6244 1.3294
C 5.9336 4.7399 -1.0676
C 5.9245 3.2953 -1.6393
C 5.5442 2.1937 -0.5982
O 4.5662 1.5879 -1.3169
C 4.1528 2.1587 -2.4384
O 3.2145 1.7342 -3.0953
O 4.9335 3.2140 -2.6644
H 5.1406 4.8605 -0.3243
H 5.7018 5.5103 -1.8013
H 6.7281 4.9777 -0.3595
H 6.8526 3.1006 -2.1764
H 5.1516 2.5102 0.3682
H 6.3974 1.5312 -0.4509
C 1.0701 0.6073 -0.9023
C -0.4254 0.4107 -0.5799
C -1.2027 0.2314 -1.8776
O -1.6016 -1.1288 -1.7819
C -1.2222 -1.6244 -0.5336
O -1.3170 -2.7982 -0.1818
O -0.5815 -0.7229 0.2012
H 1.6205 0.2011 -1.7514
H 1.6353 0.4402 0.0147
H 1.1749 1.6603 -1.1755
H -0.9005 1.1925 0.0126
H -0.6562 0.5000 -2.7797
H -2.1775 0.7199 -1.8344
C 0.9965 -4.7994 -0.4691
C 2.2325 -5.5674 0.0085
C 2.7656 -6.5564 -1.0328
O 4.1391 -6.2042 -1.0105
C 4.3620 -5.0806 -0.3690
O 5.3982 -4.4246 -0.3306
O 3.2174 -4.5965 0.1250
H 0.8146 -4.1429 0.3810
H 0.2246 -5.5653 -0.5623
H 1.0107 -4.2433 -1.4051
H 1.9952 -6.0656 0.9493
H 2.3192 -6.3657 -2.0100
H 2.6153 -7.6222 -0.8658
C -1.8521 -0.4562 3.3859
C -0.7303 -0.0645 4.3797
C -1.2106 0.6899 5.5789
O -1.5165 -0.3475 6.5141
C -0.9923 -1.5197 6.0756
O -1.0145 -2.6235 6.6046
O -0.2858 -1.2714 4.9851
H -2.2024 0.4794 2.9468
H -2.7553 -0.9376 3.7644
H -1.4996 -1.1626 2.6348
H 0.1641 0.2805 3.8637
H -2.0044 1.4286 5.4832
H -0.3363 1.2457 5.9252

Properties
F_max (eV/Å): 4.3
HOMO level (eV): -10.336
DFT total energy (eV): -72713.41671
Energy above the lowest of the compared OMol25 structures with the same formula, charge and spin (eV): 3.690
SMILES string: C[C@H]1COC(=O)O1.C[C@H]1COC(=O)O1.C[C@H]1COC(=O)O1.C[C@H]1COC(=O)O1.C[C@H]1COC(=O)O1.C[C@H]1COC(=O)O1.C[C@H]1COC(=O)O1

Formula: C3H5N2O3S
Source: the Open Molecules 2025 dataset
Level of theory: wB97M-V/def2-TZVPD

Positions of all 14 atoms, in Å:
C -0.8002 -1.3809 -0.0824
C 0.1116 1.1907 -0.0104
C -0.0146 -0.1358 0.5791
N -2.1715 0.4317 1.2492
N -2.6586 0.4894 0.1910
O -1.7737 -0.9593 -0.8703
O -1.1288 -2.2437 1.0062
O -3.4059 0.9301 -0.6683
S 1.6889 0.4825 -0.1396
H 0.0223 -2.0275 -0.5686
H -0.6159 1.2367 -0.7763
H 0.1028 2.1489 0.5111
H 0.2237 -0.1956 1.7177
H -1.9788 -1.8272 1.4134

Properties
F_max (eV/Å): 4.0
Charge: -1
HOMO level (eV): -4.253
DFT total energy (eV): -23146.57972
Energy above the lowest of the compared OMol25 structures with the same formula, charge and spin (eV): 3.417

Formula: C6H12N2
Source: the Open Molecules 2025 dataset
Level of theory: wB97M-V/def2-TZVPD

Positions of all 20 atoms, in Å:
C 1.8490 -0.6467 0.5985
C 1.5254 0.9055 -1.4610
C 0.9233 0.0177 -0.3921
C 1.1534 -1.4566 -0.4574
H 1.5064 -0.7566 1.6159
H 2.9111 -0.4699 0.5084
H 1.7373 -1.8305 -1.2845
H 2.5058 0.5385 -1.7487
H 0.8861 0.9181 -2.3418
H 1.6329 1.9277 -1.0978
C -2.4967 0.8290 1.0411
C -1.4626 -0.1015 0.4316
N -1.6278 -1.3419 0.2147
N -0.3198 0.5499 0.0846
H 0.3384 -2.0913 -0.1544
H -2.5392 -1.6899 0.4929
H -0.2599 1.5104 0.3861
H -2.0693 1.3899 1.8701
H -3.3494 0.2634 1.4049
H -2.8445 1.5347 0.2888

Properties
F_max (eV/Å): 0.7
HOMO level (eV): -8.493
DFT total energy (eV): -9396.05345
Energy above the lowest of the compared OMol25 structures with the same formula, charge and spin (eV): 0.796
SMILES string: [H]/N=C(\C)NC1(C)CC1

Formula: C19H17Co2N2O6Si
Source: the Open Molecules 2025 dataset
Level of theory: wB97M-V/def2-TZVPD

Positions of all 47 atoms, in Å:
O 1.7289 2.6551 -1.1088
C 1.1036 1.6808 -1.0087
Co -0.0489 0.3561 -0.7331
C -0.9214 -0.2106 0.6524
O -1.7816 -0.5574 1.3541
C -1.2908 1.2192 -1.5666
O -2.1162 1.7907 -2.1486
C -0.0951 -1.2865 -1.6761
C -1.3128 -2.1326 -1.7353
C -1.7129 -2.8993 -0.6301
C -2.9244 -3.5862 -0.6822
C -3.7660 -3.4678 -1.8002
C -3.2795 -2.8912 -2.9778
C -2.0495 -2.2334 -2.9313
C 0.9371 -0.8495 -2.5609
C 1.1995 -0.1212 -3.6625
Co 1.6045 -1.4587 -1.0550
C 2.4098 -2.9860 -1.4540
O 2.9819 -3.9472 -1.7418
C 1.3954 -1.8988 0.6689
O 1.1617 -2.4267 1.6735
C 3.0044 -0.4195 -1.2846
O 4.0064 0.1406 -1.4434
H -1.0776 -2.9552 0.2571
H -3.2086 -4.2097 0.1633
H -4.8102 -3.8005 -1.7603
H -3.8397 -2.9255 -3.9229
H -1.6242 -1.7362 -3.7964
H 2.2162 -0.1159 -4.0938
H 0.3642 0.3542 -4.1884
C 0.1882 3.7688 1.2600
Si 0.5711 2.4387 2.4946
C 1.6619 3.2387 3.8035
C -0.9966 1.9100 3.3475
C 1.5180 1.0037 1.6291
N 2.0306 0.1106 2.5394
N 2.4865 -0.6875 3.2420
H -0.3481 4.5546 1.8112
H 1.1158 4.1931 0.8587
H -0.4526 3.4385 0.4333
H 1.2143 4.1836 4.1439
H 1.7593 2.5992 4.6905
H 2.6731 3.4741 3.4471
H -1.6621 2.7816 3.4507
H -1.5434 1.1289 2.8104
H -0.7682 1.5470 4.3586
H 2.2979 1.2352 0.8727

Properties
F_max (eV/Å): 5.0
Charge: -1
HOMO level (eV): -3.299
DFT total energy (eV): -118372.66390
Energy above the lowest of the compared OMol25 structures with the same formula, charge and spin (eV): 0.000

Formula: C4H15N3O
Source: the Open Molecules 2025 dataset
Level of theory: wB97M-V/def2-TZVPD

Positions of all 23 atoms, in Å:
C 0.7386 -1.8571 -1.5270
N 1.5928 -0.6838 -1.6706
C 0.8603 0.5139 -2.0522
N 0.4623 0.5406 -3.4486
H 1.3455 -2.6835 -1.1650
H -0.0773 -1.6924 -0.8238
H 0.3568 -2.1642 -2.4984
H 2.0769 -0.5267 -0.7955
H 1.5000 1.3737 -1.8544
H -0.0526 0.6565 -1.4569
H 1.2687 0.3521 -4.0296
H -0.2292 -0.1765 -3.6289
C -0.1839 -0.6354 1.9377
N -1.3747 0.1677 2.2300
C -1.0256 1.5505 2.4717
O -2.1781 2.3223 2.6587
H 0.2612 -0.2759 1.0114
H -0.4725 -1.6768 1.8566
H 0.5757 -0.5610 2.7264
H -1.7835 -0.2038 3.0831
H -0.4133 1.7032 3.3700
H -0.4395 1.9174 1.6188
H -2.8085 2.0392 1.9865

Properties
F_max (eV/Å): 0.5
HOMO level (eV): -9.134
DFT total energy (eV): -10908.25785
Energy above the lowest of the compared OMol25 structures with the same formula, charge and spin (eV): 1.282
SMILES string: CNCN.CNCO

Formula: C7H17O
Source: the Open Molecules 2025 dataset
Level of theory: wB97M-V/def2-TZVPD

Positions of all 25 atoms, in Å:
H -0.2015 -0.5839 4.5724
C 0.8435 4.0968 5.3568
C 1.2249 3.9030 6.7562
C 0.0307 3.3560 7.5944
C 1.7514 4.0229 4.2040
C 1.0469 3.6521 2.8670
C 1.9602 3.8114 1.6533
C 1.3590 3.5366 0.2844
H -0.2058 3.9499 5.1398
H 2.0383 3.1579 6.7285
H 1.5949 4.7847 7.2939
H 0.2411 3.2798 8.6648
H -0.9057 3.9014 7.4827
H -0.1693 2.3239 7.3119
H 2.1550 5.0182 3.9561
H 2.6001 3.3340 4.3242
H 0.7713 2.5960 2.8777
H 0.1154 4.2255 2.7371
H 2.4041 4.8000 1.6669
H 2.7720 3.0881 1.7822
H 2.1039 3.7823 -0.4671
H 1.0869 2.4704 0.2194
H 0.4737 4.1420 0.0902
O -0.9268 -1.2269 4.4267
H -1.7639 -0.6688 4.4571

Properties
F_max (eV/Å): 2.0
HOMO level (alpha / beta) (eV): -7.548 / -11.299
DFT total energy (eV): -9580.32994
Energy above the lowest of the compared OMol25 structures with the same formula, charge and spin (eV): 0.519
2S+1: 2
Expectation value of S²: 0.75

Formula: H14O12SV
Source: the Open Molecules 2025 dataset
Level of theory: wB97M-V/def2-TZVPD

Positions of all 28 atoms, in Å:
O -0.9728 0.1143 0.1802
V 0.6102 -0.2047 -0.0948
S 3.5742 -1.4297 -0.6398
O 3.9852 -1.3067 -1.9618
O 4.4982 -0.8897 0.3242
O 2.2692 -0.8297 -0.5108
O 3.4402 -2.8307 -0.3958
O 0.4322 1.2933 -1.5698
H 0.5152 1.2973 -2.5338
H 0.3862 2.2213 -1.2868
O -0.1848 -1.6117 -1.4168
H -0.6898 -2.4007 -1.1118
H 0.0212 -1.6747 -2.3108
O 1.2182 1.1903 1.3262
H 2.1522 1.4333 1.5642
H 0.7312 1.7003 1.9432
O -3.0568 -0.3707 -0.8748
H -2.1728 -0.2347 -0.4368
H -3.1358 0.4983 -1.2658
O -2.2168 2.8153 0.7372
H -3.0028 3.2873 0.9452
H -2.3848 2.5502 -0.1678
O -2.8458 0.5293 1.9882
H -2.7528 -0.2957 1.5542
H -2.4018 1.1803 1.4472
O 0.5612 -1.7657 1.2632
H 0.5142 -2.7447 1.1612
H 0.9082 -1.5197 2.1442

Properties
F_max (eV/Å): 9.2
HOMO level (alpha / beta) (eV): -7.360 / -7.372
DFT total energy (eV): -61318.95900
Energy above the lowest of the compared OMol25 structures with the same formula, charge and spin (eV): 0.735
2S+1: 2
Expectation value of S²: 0.77

Formula: C5H12Mg2O3
Source: the Open Molecules 2025 dataset
Level of theory: wB97M-V/def2-TZVPD

Positions of all 22 atoms, in Å:
O -2.3170 0.1360 -2.0922
Mg -2.1447 1.3686 -3.6796
C 0.7152 -2.9544 0.1098
O -0.0119 -1.7492 0.1815
C -0.0912 -1.1170 1.5038
C -0.7299 0.2251 1.3099
C 0.2292 1.3374 1.0051
O 0.3657 1.3914 -0.4538
C 1.2155 2.3851 -0.9782
Mg -0.8703 -0.2029 -0.8674
H 0.6512 -3.3213 -0.9205
H 1.7698 -2.7819 0.3755
H 0.2879 -3.7003 0.7976
H 0.9485 -1.0905 1.8831
H -0.6862 -1.7822 2.1484
H -1.4868 0.4754 2.0567
H -3.2292 -0.0908 -1.7600
H 1.2592 1.2087 1.3895
H -0.1516 2.3135 1.3430
H 1.0259 2.4392 -2.0570
H 0.9879 3.3730 -0.5490
H 2.2629 2.1370 -0.7462

Properties
F_max (eV/Å): 1.4
HOMO level (eV): -5.277
DFT total energy (eV): -22411.39348

Formula: C16H27N2PPdSSiTe
Source: the Open Molecules 2025 dataset
Level of theory: wB97M-V/def2-TZVPD

Positions of all 50 atoms, in Å:
Pd 0.3721 -0.7762 -0.1503
C -1.4468 -3.3983 -0.7546
C -2.3920 -2.2369 -0.5990
C -3.7290 -2.4719 -0.3164
C -4.5644 -1.3590 -0.1437
C -4.0658 -0.1007 -0.3128
C -2.6854 0.1097 -0.6798
N -1.8654 -1.0095 -0.7235
N -2.2675 1.3230 -0.9391
Si -0.8693 1.8986 -1.7067
C -1.4065 3.5552 -2.4774
C -0.2517 0.8433 -3.1388
C 0.6115 2.3950 -0.6571
H -1.9096 -4.1868 -1.3554
H -1.1855 -3.8204 0.2195
H -0.5190 -3.0564 -1.2158
H -4.0971 -3.4856 -0.2124
H -5.6105 -1.5014 0.1160
H -4.6874 0.7797 -0.2090
H -2.3180 3.4169 -3.0675
H -0.6293 3.9744 -3.1266
H -1.6275 4.2843 -1.6907
H -1.0994 0.4968 -3.7386
H 0.2753 -0.0322 -2.7482
H 0.4272 1.4026 -3.7913
H 0.2557 2.8827 0.2576
H 1.2473 3.1118 -1.1914
H 1.2247 1.5352 -0.3680
C 1.1728 0.3964 3.3554
P 0.0002 -0.0583 1.9955
C -1.4575 0.9344 2.5712
C -0.5598 -1.6770 2.6969
H 0.7391 0.2560 4.3533
H 1.4700 1.4411 3.2362
H 2.0678 -0.2218 3.2584
H -1.7972 0.6359 3.5707
H -2.2718 0.8153 1.8552
H -1.1929 1.9951 2.5865
H -0.8743 -1.5970 3.7455
H 0.2534 -2.3997 2.6067
H -1.3991 -2.0311 2.0943
Te 2.6515 -2.2619 -0.2225
C 4.2953 -0.9612 -0.3411
C 5.6089 -1.1774 0.0088
C 6.4701 -0.0685 -0.2407
C 5.8128 0.9941 -0.7861
S 4.1428 0.6335 -0.9765
H 5.9378 -2.1149 0.4379
H 7.5313 -0.0642 -0.0200
H 6.2124 1.9571 -1.0644

Properties
F_max (eV/Å): 0.4
Charge: -2
HOMO level (eV): 0.433
DFT total energy (eV): -58787.28902
Energy above the lowest of the compared OMol25 structures with the same formula, charge and spin (eV): 0.000

Formula: C32H40N8
Source: the Open Molecules 2025 dataset
Level of theory: wB97M-V/def2-TZVPD

Positions of all 80 atoms, in Å:
N -5.3217 3.3394 -1.6766
C -6.1916 2.4502 -2.2661
C -5.4037 1.5178 -2.9196
C -4.0522 1.8778 -2.7387
C -4.0396 3.0413 -2.0094
H -5.6131 4.1267 -1.1283
H -7.2598 2.5586 -2.2448
H -5.7907 0.6556 -3.4354
H -3.1759 1.3655 -3.1008
H -3.1857 3.5554 -1.6009
N 4.5138 0.4517 3.4324
C 4.0800 1.3646 2.5206
C 3.4441 0.6655 1.5144
C 3.5209 -0.7113 1.8455
C 4.2196 -0.8194 3.0132
H 5.0541 0.6538 4.2521
H 4.2536 2.4146 2.6814
H 2.9334 1.0429 0.6435
H 3.1493 -1.5508 1.2804
H 4.5833 -1.6423 3.6068
N -0.6520 -1.4716 5.5927
C -1.5686 -0.8822 4.7764
C -0.8990 -0.2774 3.7385
C 0.4940 -0.4741 3.9766
C 0.6023 -1.2037 5.1494
H -0.8972 -2.1156 6.3216
H -2.6300 -0.9935 4.9248
H -1.3364 0.2778 2.9256
H 1.3062 -0.1687 3.3354
H 1.5302 -1.5546 5.5677
N 0.5712 5.8864 1.5419
C 1.4646 4.8807 1.3529
C 2.7124 5.3871 1.5986
C 2.5798 6.7163 2.0480
C 1.2312 7.0225 1.9301
H -0.4131 5.8457 1.3610
H 1.2468 3.8908 0.9899
H 3.6370 4.8303 1.5652
H 3.3850 7.3979 2.2597
H 0.7442 7.9622 2.1282
N 2.5664 -1.0175 -1.9623
C 3.8053 -0.7633 -2.5032
C 4.4105 -1.9798 -2.7295
C 3.5525 -2.9764 -2.2159
C 2.4305 -2.3496 -1.7283
H 2.0070 -0.2679 -1.5822
H 4.1379 0.2325 -2.7382
H 5.3850 -2.2181 -3.1239
H 3.7014 -4.0448 -2.2140
H 1.5704 -2.7204 -1.1997
N -1.9987 -2.4090 -5.0270
C -2.9835 -1.4741 -5.1723
C -3.9988 -1.8041 -4.3031
C -3.6095 -2.9717 -3.6298
C -2.3589 -3.3363 -4.0909
H -1.1655 -2.3633 -5.5841
H -2.8936 -0.6624 -5.8734
H -4.8920 -1.2152 -4.1936
H -4.1174 -3.5763 -2.8946
H -1.6768 -4.1496 -3.9115
N -0.5014 -0.8837 -0.5352
C -0.7211 -0.6661 -1.8750
C -0.2841 0.6014 -2.1522
C 0.1867 1.1894 -0.9524
C 0.1010 0.2089 0.0148
H -0.7953 -1.7043 -0.0230
H -1.1146 -1.4532 -2.4969
H -0.3667 1.1196 -3.0949
H 0.6123 2.1760 -0.8701
H 0.4659 0.1282 1.0278
N -0.1989 -3.0507 2.2389
C 0.7503 -3.5101 1.3780
C 0.0729 -4.1630 0.3813
C -1.3300 -3.9935 0.5823
C -1.4519 -3.2621 1.7533
H -0.0316 -2.4954 3.0689
H 1.7857 -3.4280 1.6561
H 0.5262 -4.7005 -0.4379
H -2.0890 -4.4446 -0.0327
H -2.3157 -2.9144 2.2926

Properties
F_max (eV/Å): 1.6
HOMO level (eV): -7.709
DFT total energy (eV): -45751.66604
Energy above the lowest of the compared OMol25 structures with the same formula, charge and spin (eV): 0.656
SMILES string: c1cc[nH]c1.c1cc[nH]c1.c1cc[nH]c1.c1cc[nH]c1.c1cc[nH]c1.c1cc[nH]c1.c1cc[nH]c1.c1cc[nH]c1

Formula: C4H12N2O
Source: the Open Molecules 2025 dataset
Level of theory: wB97M-V/def2-TZVPD

Positions of all 19 atoms, in Å:
C 0.5615 -0.0046 -0.2400
C -0.8464 -0.4625 0.1274
C -0.7759 -1.5971 1.1488
N -2.0258 -2.1135 1.5823
N 0.4195 0.9829 -1.3367
C 1.5798 1.8353 -1.4583
O 1.8637 2.6648 -0.3403
H 1.0323 0.3967 0.6561
H 1.1033 -0.8337 -0.6923
H -1.4676 0.3720 0.4931
H -1.3766 -0.6115 -0.8218
H -0.0756 -2.3372 0.7169
H -0.1798 -1.3435 2.0412
H -2.1748 -3.1246 1.5654
H -2.8796 -1.6291 1.2913
H -0.3914 1.5754 -1.1827
H 2.4761 1.3629 -1.8617
H 1.3839 2.5850 -2.2353
H 1.7734 2.2823 0.5465

Properties
F_max (eV/Å): 1.9
Charge: +1
HOMO level (alpha / beta) (eV): -13.018 / -12.886
DFT total energy (eV): -9360.29684
Energy above the lowest of the compared OMol25 structures with the same formula, charge and spin (eV): 2.121
2S+1: 2
Expectation value of S²: 0.75

Formula: C8H9NO5S
Source: the Open Molecules 2025 dataset
Level of theory: wB97M-V/def2-TZVPD

Positions of all 24 atoms, in Å:
C -3.2561 -0.0845 0.2702
C -2.9481 0.9079 -0.6618
C -2.2466 -0.8434 0.8865
C -1.6258 0.9382 -1.1081
C -0.9467 -0.7110 0.4085
C 1.7875 -0.4657 -0.8388
C 3.0435 -1.7250 0.7751
C 0.5917 0.3244 -0.9757
N -0.7082 0.0870 -0.6089
O 2.2587 1.9269 0.4750
O 2.6833 -0.4127 -1.6758
O 0.2672 1.0119 1.4965
O 0.0190 2.8222 -0.0996
O 1.8573 -1.0641 0.4137
S 0.8458 1.7709 0.4662
H -4.2107 0.0127 0.6647
H -3.8315 1.4142 -1.0597
H -2.5342 -1.5498 1.5954
H -1.3373 1.4767 -1.8841
H -0.1755 -1.2545 1.0107
H 2.8720 -2.6653 0.2732
H 2.9974 -1.6997 1.9027
H 3.9533 -1.2394 0.2679
H 0.6440 1.0224 -1.9940

Properties
F_max (eV/Å): 6.3
HOMO level (eV): -9.362
DFT total energy (eV): -31001.49715
Energy above the lowest of the compared OMol25 structures with the same formula, charge and spin (eV): 3.001